(1)
Entry from the OMol25 dataset: the molecule C5H11NO (the ωB97M-V functional and the def2-TZVPD basis).

Calculated values
energy relative to the best compared isomer or geometry (same formula, charge and spin): 45.2 kcal per mole
maximum force: 0.008 hartree/bohr
SMILES: C[C@H]1CN1CCO

The geometry in ORCA input format:
```
! wB97M-V def2-TZVPD RIJCOSX def2/J DEFGRID3
* xyz 0 1
C -1.869 0.780 -0.947
C -1.182 0.101 0.209
C -1.118 -1.376 0.366
N 0.035 -0.629 -0.097
C 1.172 -0.454 0.797
C 2.041 0.657 0.205
O 2.297 0.404 -1.154
H -1.378 1.734 -1.169
H -2.925 0.981 -0.734
H -1.808 0.151 -1.841
H -1.172 0.665 1.145
H -1.583 -2.026 -0.374
H -1.097 -1.779 1.379
H 0.861 -0.206 1.828
H 1.732 -1.396 0.821
H 1.526 1.624 0.345
H 3.007 0.721 0.717
H 1.460 0.047 -1.496
*
```

(2)
Entry from the OMol25 dataset: a structure of composition C59H80GeHgN12 (the ωB97M-V functional and the def2-TZVPD basis).

Calculated values
energy relative to the best compared isomer or geometry (same formula, charge and spin): 0.0 kcal per mole
maximum force: 0.012 hartree/bohr

The geometry in ORCA input format:
```
! wB97M-V def2-TZVPD RIJCOSX def2/J DEFGRID3
* xyz -2 1
Hg 0.215 0.401 0.234
C 3.824 3.251 -3.693
C 3.856 1.784 -3.260
C 5.003 1.514 -2.320
C 6.270 1.228 -2.810
C 7.342 1.014 -1.953
C 7.133 1.084 -0.585
C 5.878 1.372 -0.054
C 5.700 1.375 1.446
C 6.235 2.636 2.125
C 4.805 1.601 -0.933
N 3.510 1.833 -0.452
C 3.280 2.955 0.111
C 2.076 3.373 0.762
C 1.916 4.653 1.318
C 0.618 4.695 1.836
C 0.070 3.434 1.573
N 0.933 2.635 0.927
H 2.995 3.443 -4.380
H 4.757 3.536 -4.189
H 3.689 3.899 -2.824
H 3.951 1.138 -4.138
H 2.916 1.534 -2.767
H 6.411 1.163 -3.885
H 8.322 0.775 -2.348
H 7.955 0.888 0.098
H 6.220 0.503 1.854
H 4.645 1.246 1.688
H 7.290 2.793 1.882
H 6.141 2.564 3.211
H 5.684 3.520 1.800
H 4.066 3.726 0.124
H 2.670 5.429 1.335
H 0.136 5.506 2.362
H -0.897 3.060 1.876
N -0.453 1.106 -5.132
C -0.374 -0.268 -5.240
C 0.287 -0.686 -4.124
N 0.614 0.391 -3.340
C 0.155 1.444 -3.956
C 0.293 2.801 -3.439
N 0.842 3.087 -2.290
C 0.765 4.448 -2.161
C 0.168 4.995 -3.259
N -0.131 3.930 -4.083
H -1.011 1.700 -5.716
H -0.812 -0.801 -6.067
H 0.513 -1.692 -3.808
H 1.123 4.936 -1.266
H -0.090 6.007 -3.519
H -0.614 3.987 -4.959
C -2.276 3.377 -1.083
Ge -2.134 1.517 -0.371
C -3.138 1.694 1.354
C -3.468 2.917 1.942
C -4.103 2.981 3.178
C -4.430 1.814 3.856
C -4.111 0.586 3.289
C -3.470 0.537 2.058
C -3.487 0.679 -1.641
C -2.923 -0.149 -2.583
C -3.682 -0.823 -3.568
C -5.033 -0.661 -3.627
C -5.681 0.196 -2.702
C -7.086 0.381 -2.751
C -7.721 1.209 -1.871
C -6.968 1.896 -0.896
C -5.612 1.730 -0.824
C -4.912 0.870 -1.713
H -3.317 3.714 -1.028
H -1.975 3.379 -2.132
H -1.637 4.073 -0.538
H -3.216 3.842 1.432
H -4.335 3.946 3.616
H -4.917 1.861 4.824
H -4.346 -0.336 3.811
H -3.207 -0.428 1.640
H -1.860 -0.357 -2.535
H -3.179 -1.501 -4.248
H -5.633 -1.189 -4.362
H -7.649 -0.154 -3.510
H -8.796 1.338 -1.919
H -7.465 2.557 -0.195
H -5.050 2.257 -0.070
C 3.637 -1.314 0.718
C 3.064 -2.232 -0.363
C 2.690 -1.479 -1.635
C 1.983 -3.159 0.164
C 2.236 -4.513 -0.015
C 1.461 -5.534 0.525
C 0.404 -5.132 1.338
C 0.093 -3.805 1.568
C -0.990 -3.552 2.604
C -2.073 -2.530 2.246
C -0.363 -3.197 3.958
C 0.826 -2.701 0.929
N 0.382 -1.476 1.169
H 4.563 -0.852 0.361
H 3.861 -1.896 1.617
H 2.940 -0.525 0.990
H 3.891 -2.896 -0.643
H 1.829 -0.829 -1.493
H 2.442 -2.194 -2.427
H 3.521 -0.857 -1.982
H 3.114 -4.781 -0.602
H 1.683 -6.579 0.344
H -0.209 -5.889 1.827
H -1.497 -4.516 2.735
H -1.814 -1.541 2.620
H -3.036 -2.825 2.688
H -2.182 -2.435 1.168
H 0.258 -2.308 3.840
H 0.269 -4.010 4.323
H -1.131 -2.979 4.712
C 2.637 -0.283 3.902
C 1.781 0.722 4.679
C 2.675 1.836 5.218
C 1.057 0.030 5.829
N 0.792 1.391 3.824
N -0.186 0.573 3.223
H 3.349 -0.791 4.562
H 3.201 0.230 3.119
H 2.027 -1.043 3.410
H 3.442 1.432 5.884
H 2.076 2.571 5.759
H 3.176 2.352 4.393
H 1.778 -0.356 6.555
H 0.461 -0.808 5.465
H 0.391 0.737 6.331
H 1.272 1.882 3.074
H -1.025 0.548 3.782
H 0.118 -0.341 2.872
C -2.892 -5.440 -2.669
N -2.005 -4.803 -1.712
C -0.636 -4.732 -2.199
C -2.500 -3.570 -1.229
N -1.877 -2.493 -1.480
N -3.695 -3.697 -0.530
C -4.546 -2.548 -0.332
C -3.951 -4.815 0.347
H -2.972 -4.856 -3.600
H -3.892 -5.559 -2.252
H -2.500 -6.429 -2.919
H -0.261 -5.750 -2.323
H -0.014 -4.210 -1.478
H -0.572 -4.201 -3.161
H -2.224 -1.694 -0.954
H -4.325 -1.779 -1.072
H -5.594 -2.842 -0.456
H -4.431 -2.111 0.667
H -3.184 -5.572 0.207
H -4.938 -5.253 0.145
H -3.933 -4.495 1.397
*
```

(3)
Entry from the OMol25 dataset: a structure of composition C16H24O12Rb (the ωB97M-V functional and the def2-TZVPD basis).

Calculated values
energy relative to the best compared isomer or geometry (same formula, charge and spin): 111.4 kcal per mole
maximum force: 0.111 hartree/bohr

The geometry in ORCA input format:
```
! wB97M-V def2-TZVPD RIJCOSX def2/J DEFGRID3
* xyz 1 1
Rb 3.267 1.794 -3.227
C -4.901 0.569 -7.957
C -4.746 1.478 -6.691
C -3.542 2.445 -6.904
O -4.133 3.628 -6.425
C -5.446 3.491 -6.134
O -6.218 4.294 -5.674
O -5.830 2.214 -6.424
H -5.747 -0.086 -7.750
H -4.088 -0.121 -8.179
H -5.117 1.150 -8.854
H -4.474 0.895 -5.812
H -3.325 2.605 -7.960
H -2.696 2.234 -6.251
C -6.640 -0.070 2.275
C -6.630 0.611 0.906
C -6.809 2.147 0.793
O -5.507 2.513 0.590
C -4.704 1.483 0.277
O -3.483 1.521 -0.028
O -5.406 0.357 0.291
H -6.300 -1.087 2.082
H -7.660 -0.097 2.660
H -5.885 0.310 2.963
H -7.378 0.116 0.287
H -7.163 2.467 1.774
H -7.491 2.438 -0.005
C 3.110 -4.122 1.045
C 1.773 -3.383 1.043
C 0.531 -4.135 0.699
O -0.415 -3.939 1.772
C 0.249 -3.276 2.785
O -0.173 -2.978 3.937
O 1.490 -2.954 2.364
H 2.911 -5.125 1.424
H 3.934 -3.716 1.631
H 3.512 -4.230 0.038
H 1.791 -2.498 0.406
H 0.796 -5.163 0.451
H 0.126 -3.760 -0.241
C 10.703 0.999 4.585
C 9.383 0.226 4.697
C 8.489 0.702 5.844
O 7.213 0.867 5.210
C 7.433 0.865 3.853
O 6.665 1.323 2.996
O 8.652 0.563 3.516
H 11.319 0.792 5.460
H 10.473 2.064 4.551
H 11.257 0.838 3.661
H 9.640 -0.833 4.734
H 8.752 1.651 6.312
H 8.438 -0.077 6.605
*
```

(4)
Entry from the OMol25 dataset: a structure of composition C32H39F5MnN3O3SeSi (the ωB97M-V functional and the def2-TZVPD basis).

Calculated values
energy relative to the best compared isomer or geometry (same formula, charge and spin): 0.0 kcal per mole
maximum force: 0.008 hartree/bohr

The geometry in ORCA input format:
```
! wB97M-V def2-TZVPD RIJCOSX def2/J DEFGRID3
* xyz -1 6
Mn 1.350 -0.068 0.806
C 1.736 -3.167 2.476
Si 1.376 -1.789 3.704
C -0.188 -2.303 4.629
C 2.819 -1.867 4.922
N 1.259 -0.285 2.888
C 1.231 0.911 3.588
C 0.963 1.009 4.969
C 0.944 2.223 5.635
C 1.187 3.412 4.964
C 1.450 3.346 3.601
C 1.472 2.136 2.936
H 2.254 -3.980 2.989
H 2.381 -2.822 1.664
H 0.828 -3.586 2.040
H -0.111 -3.345 4.950
H -1.055 -2.217 3.971
H -0.383 -1.695 5.513
H 2.866 -2.861 5.374
H 2.762 -1.133 5.724
H 3.757 -1.697 4.388
H 0.742 0.114 5.532
H 0.728 2.235 6.697
H 1.171 4.361 5.484
H 1.642 4.254 3.042
H 1.711 2.144 1.876
C 5.246 -0.093 -0.467
C 3.802 -0.058 -0.022
O 3.316 1.001 0.437
O 3.109 -1.112 -0.139
H 5.773 0.796 -0.130
H 5.275 -0.140 -1.557
H 5.727 -0.992 -0.085
C -3.590 1.196 0.016
C -4.453 0.013 0.442
C -3.708 -1.319 0.479
C -3.375 -1.929 -0.877
N -2.368 -1.219 -1.658
C -1.029 -1.343 -1.477
Se -0.221 -2.225 -0.074
N -0.412 -0.743 -2.518
C 1.027 -0.642 -2.737
C 1.491 -1.524 -3.892
C 1.340 -3.021 -3.631
C 2.386 -3.553 -2.658
C -1.363 -0.209 -3.371
C -1.245 0.540 -4.532
C -2.419 0.936 -5.150
C -3.670 0.600 -4.623
C -3.786 -0.135 -3.454
C -2.609 -0.537 -2.841
H -4.067 2.142 0.275
H -3.399 1.212 -1.056
H -2.625 1.157 0.521
H -5.332 -0.073 -0.207
H -4.833 0.206 1.448
H -4.324 -2.062 0.995
H -2.787 -1.217 1.058
H -4.274 -1.966 -1.497
H -3.011 -2.950 -0.747
H 1.531 -0.916 -1.811
H 1.245 0.409 -2.931
H 2.549 -1.299 -4.059
H 0.959 -1.240 -4.805
H 1.418 -3.557 -4.582
H 0.337 -3.225 -3.243
H 3.392 -3.346 -3.027
H 2.289 -4.632 -2.529
H 2.290 -3.090 -1.676
H -0.279 0.826 -4.921
H -2.366 1.529 -6.052
H -4.566 0.939 -5.125
H -4.754 -0.362 -3.029
F -1.706 6.134 -1.728
C -1.209 4.923 -1.401
C -1.506 4.340 -0.181
F -2.313 4.985 0.680
C -1.001 3.098 0.149
F -1.361 2.564 1.328
C -0.180 2.344 -0.718
O 0.252 1.165 -0.435
C 0.097 2.983 -1.942
F 0.895 2.366 -2.844
C -0.401 4.227 -2.281
F -0.093 4.769 -3.473
*
```

(5)
Entry from the OMol25 dataset: a cluster of 2 separate species, CH3O4P in total (the ωB97M-V functional and the def2-TZVPD basis).

Calculated values
energy relative to the best compared isomer or geometry (same formula, charge and spin): 25.7 kcal per mole
maximum force: 0.040 hartree/bohr

The geometry in ORCA input format:
```
! wB97M-V def2-TZVPD RIJCOSX def2/J DEFGRID3
* xyz -2 1
C 1.908 0.493 0.075
O -4.587 0.456 1.439
O -2.897 1.106 -0.385
O -3.536 -1.286 -0.204
O 3.014 0.283 -0.400
P -3.448 0.045 0.535
H 1.695 1.518 0.453
H 1.004 -0.250 0.227
H -2.453 -0.327 1.428
*
```